The following is a quantum chemistry calculation of C4H5NOS2 in the gas phase, from OMol25.

Last column: Löwdin charge in e.
Atoms and positions in Å:
S -0.504 -0.830 -2.054  0.7929
S 1.611 -0.585 0.664  0.8440
O 0.581 1.836 -0.907  -0.0391
N -1.296 -0.172 2.978  0.1684
C -0.405 1.275 -0.121  -0.3549
C -0.740 -0.096 1.975  -0.2394
C -0.992 -0.043 -0.541  -0.5582
C -0.070 0.034 0.698  -0.7065
H -1.073 2.003 0.308  0.1560
H 0.215 0.237 -2.497  -0.0945
H 1.438 1.537 -0.582  0.0567
H -2.034 -0.192 -0.282  0.1081
H 1.412 -1.446 -0.364  -0.1334

**Charge**: 0
**Frontier orbital gap**: 9.961 eV
**2S+1**: 1
**E_LUMO**: 0.27 eV
**Structure (SMILES)**: N#C[C@@]1(S)[C@H](S)[C@@H]1O